20
Properties=species:S:1:pos:R:3:forces:R:3:lowdin_charge:R:1 method="wB97M-V/def2-TZVPD" e_homo_ev="-5.70 / -6.27" relative_energy_kcal_mol=72.3 fmax_ha_per_bohr=0.0373 homo_lumo_gap_ev="6.725 / 7.236" total_energy_ev=-9393.7158 total_charge=0
C 0.6388 0.3326 -0.6307 1.260 -1.324 0.577 -0.33
C -0.8689 1.9538 -1.2722 -1.053 1.038 -0.442 -0.05
C 2.1405 0.3421 -0.6386 -0.181 -0.128 -0.056 -0.05
C 0.4400 -0.5636 1.7503 0.017 -0.161 -0.144 -0.06
N 0.0511 1.0185 -1.6395 -0.267 0.798 0.291 -0.06
C -0.0954 -0.4523 0.3401 -0.174 0.694 -0.047 -0.27
N -2.1470 -1.6264 0.9368 -0.014 0.043 0.180 0.05
C -1.3063 -0.9727 0.0429 0.018 -0.298 -0.149 -0.18
H 0.5988 1.1791 -2.4816 -0.175 -0.147 0.044 0.14
H -2.7627 -2.3146 0.5309 0.087 0.073 0.078 0.08
H -1.7226 -1.9362 1.7990 -0.063 -0.031 -0.104 0.07
H -0.9594 2.2742 -0.2472 0.232 -0.379 0.155 0.06
H -1.6258 2.3418 -1.9385 0.174 -0.265 -0.395 0.03
H -1.7211 -0.8637 -0.9501 0.023 0.066 -0.029 0.12
H 2.5658 -0.4964 -0.0905 0.008 0.011 0.060 0.07
H 2.5099 0.2695 -1.6682 0.011 0.062 -0.027 0.08
H 2.5391 1.2735 -0.2204 0.083 0.012 -0.017 0.08
H 0.5300 -1.6081 2.0644 0.045 0.021 0.068 0.08
H 1.4152 -0.0939 1.8535 0.052 -0.062 -0.043 0.07
H -0.2202 -0.0574 2.4596 -0.084 -0.024 -0.001 0.08

***

20
Properties=species:S:1:pos:R:3:forces:R:3:lowdin_charge:R:1 method="wB97M-V/def2-TZVPD" e_homo_ev=-8.99 relative_energy_kcal_mol=289.9 fmax_ha_per_bohr=0.1052 homo_lumo_gap_ev=9.511 total_energy_ev=-9384.2779 total_charge=0
C -1.5197 -1.4951 0.1279 -4.072 -0.093 0.775 -0.20
C -1.8166 0.0572 0.1073 0.127 -0.163 -2.933 -0.29
C -0.5025 0.8228 -0.3704 -0.355 -1.822 1.850 -0.29
C -0.2316 2.2843 -0.0634 0.908 1.438 -4.040 -0.17
C 1.7524 0.9443 0.2395 1.342 1.957 0.916 -0.33
C 1.8447 -1.4792 0.1089 -0.308 1.567 -0.472 -0.17
H -2.7798 -1.7305 -0.2293 4.263 -0.849 0.992 0.12
H -1.3977 -2.0579 1.4121 0.248 1.817 -4.590 0.18
H -0.7137 -1.5636 -0.7637 -2.461 -1.308 2.150 0.06
H -2.1491 0.4192 1.0722 -0.174 0.313 -0.056 0.08
H -2.7519 0.1171 -0.7677 2.873 0.675 2.543 0.15
H 0.2274 0.0857 -1.1318 -2.584 3.068 1.513 0.17
H -0.9737 3.2696 0.1961 1.926 -3.610 -0.010 0.16
H 0.3838 2.6516 -1.1284 -1.045 -0.630 3.549 0.16
H 2.4577 1.7735 0.1808 -0.771 0.942 -0.070 0.11
H 0.5232 -1.2706 -0.1460 4.923 -1.914 1.159 0.02
H 2.0589 -1.7362 1.4805 -0.611 0.448 -4.762 0.15
H 2.7510 -2.2916 -1.0037 -2.930 1.801 3.485 0.18
N 0.4431 1.2609 0.8511 -0.342 -0.458 -3.570 0.01
N 2.3941 -0.0615 -0.1720 -0.957 -3.178 1.571 -0.10

***

20
Properties=species:S:1:pos:R:3:forces:R:3:lowdin_charge:R:1 method="wB97M-V/def2-TZVPD" e_homo_ev=-8.35 relative_energy_kcal_mol=107.3 fmax_ha_per_bohr=0.1046 smiles="C=C1CCN1N(C)C" homo_lumo_gap_ev=9.401 total_energy_ev=-9392.1979 total_charge=0
C -2.0678 -1.6359 -0.0594 -0.643 -3.492 0.172 0.03
C -1.5125 -0.4914 -0.1974 4.011 3.311 -1.379 -0.23
C -1.9819 0.9086 -0.0268 0.365 -0.680 3.059 -0.17
C -0.6286 1.4748 -0.2515 2.143 0.376 1.618 -0.16
N -0.0671 0.1519 -0.7095 -4.201 -1.744 0.140 -0.05
N 1.0473 -0.4771 -0.2252 0.852 -0.302 1.515 -0.27
C 1.3580 -0.3087 1.2008 0.326 -2.092 1.126 -0.10
C 2.2216 -0.3030 -0.9981 2.019 2.388 -3.580 -0.15
H -1.6343 -2.6315 -0.3549 -0.269 1.315 0.478 0.08
H -3.0638 -1.6541 0.4054 0.348 -0.047 -0.387 0.07
H -2.6767 1.1084 -0.7261 -2.423 1.014 -2.500 0.07
H -2.4165 1.1346 0.9701 0.194 -0.129 -0.548 0.13
H -0.5520 2.2851 -1.0248 0.336 -0.569 1.089 0.12
H -0.2052 1.6691 0.8215 -0.366 0.620 -2.175 0.13
H 2.0486 0.4763 1.4346 1.301 0.289 -0.355 0.06
H 0.5594 0.0703 1.7718 -1.815 0.040 0.320 0.04
H 1.6413 -1.2875 1.8035 -0.234 1.752 -1.702 0.13
H 2.1150 -0.3931 -2.1731 -0.339 -0.466 2.485 0.11
H 2.7039 0.7494 -0.9743 -1.063 -0.697 0.373 0.09
H 3.1112 -0.8464 -0.6865 -0.543 -0.886 0.251 0.07

***

Copy entry 2 word for word.
20
Properties=species:S:1:pos:R:3:forces:R:3:lowdin_charge:R:1 method="wB97M-V/def2-TZVPD" e_homo_ev=-8.99 relative_energy_kcal_mol=289.9 fmax_ha_per_bohr=0.1052 homo_lumo_gap_ev=9.511 total_energy_ev=-9384.2779 total_charge=0
C -1.5197 -1.4951 0.1279 -4.072 -0.093 0.775 -0.20
C -1.8166 0.0572 0.1073 0.127 -0.163 -2.933 -0.29
C -0.5025 0.8228 -0.3704 -0.355 -1.822 1.850 -0.29
C -0.2316 2.2843 -0.0634 0.908 1.438 -4.040 -0.17
C 1.7524 0.9443 0.2395 1.342 1.957 0.916 -0.33
C 1.8447 -1.4792 0.1089 -0.308 1.567 -0.472 -0.17
H -2.7798 -1.7305 -0.2293 4.263 -0.849 0.992 0.12
H -1.3977 -2.0579 1.4121 0.248 1.817 -4.590 0.18
H -0.7137 -1.5636 -0.7637 -2.461 -1.308 2.150 0.06
H -2.1491 0.4192 1.0722 -0.174 0.313 -0.056 0.08
H -2.7519 0.1171 -0.7677 2.873 0.675 2.543 0.15
H 0.2274 0.0857 -1.1318 -2.584 3.068 1.513 0.17
H -0.9737 3.2696 0.1961 1.926 -3.610 -0.010 0.16
H 0.3838 2.6516 -1.1284 -1.045 -0.630 3.549 0.16
H 2.4577 1.7735 0.1808 -0.771 0.942 -0.070 0.11
H 0.5232 -1.2706 -0.1460 4.923 -1.914 1.159 0.02
H 2.0589 -1.7362 1.4805 -0.611 0.448 -4.762 0.15
H 2.7510 -2.2916 -1.0037 -2.930 1.801 3.485 0.18
N 0.4431 1.2609 0.8511 -0.342 -0.458 -3.570 0.01
N 2.3941 -0.0615 -0.1720 -0.957 -3.178 1.571 -0.10